No. 1
Computed, not measured: a molecular structure, C23H24O6SSn at a distorted geometry, with ωB97M-V with the def2-TZVPD basis set.

```
! RIJCOSX wB97M-V def2-TZVPD def2/J DEFGRID3
* xyz 2 1
Sn -1.65601 -0.29696 -2.41041
O -0.93547 -4.69514 -5.43183
C -1.21883 -3.45214 -5.04295
O -0.36735 -2.55395 -4.97554
C -2.69218 -3.20466 -4.74527
O -2.69683 -2.83414 -3.38430
C -4.04882 -2.74707 -2.72542
C -3.70657 -2.43209 -1.24180
O -4.13511 -3.10784 -0.34398
O -2.96908 -1.31909 -1.11045
H -0.04898 -4.67187 -5.81244
H -3.27562 -4.12855 -5.01542
H -2.98013 -2.35220 -5.37057
H -4.63920 -3.70428 -2.83935
H -4.52779 -1.88277 -3.13507
C 3.96499 -1.15633 2.00859
C 3.02048 -1.43221 0.83136
C 3.09386 -0.61432 -0.30820
C 2.35135 -0.88529 -1.44367
C 2.41022 0.07047 -2.58666
C 1.63032 -2.06140 -1.49163
C 1.46092 -2.85586 -0.36513
C 0.54748 -4.10444 -0.29091
C 2.26111 -2.62076 0.76525
H 4.76180 -1.90986 1.95254
H 3.47184 -1.30844 2.95747
H 4.35886 -0.12718 1.89064
H 3.58051 0.33890 -0.26368
H 2.00671 1.02995 -2.25337
H 1.90141 -0.34887 -3.43554
H 3.43252 0.28650 -2.94512
H 1.35770 -2.38152 -2.48037
H -0.51608 -3.78366 -0.26206
H 0.89755 -4.70080 0.55106
H 0.71489 -4.67778 -1.18690
H 2.32092 -3.28595 1.56298
C 1.24130 6.70704 5.54770
C 0.56965 5.79283 4.52145
O 0.96487 5.87011 3.38804
S -0.57910 4.72300 5.26277
C -0.98229 3.99208 3.74034
C -1.28689 2.57294 3.73683
C -1.22684 1.87974 2.53574
C -1.25686 2.59577 1.38069
C -1.47028 3.95542 1.35820
C -1.28460 4.67391 2.52176
C -1.28107 1.85633 0.15477
C -1.30726 1.27574 -0.93245
H 2.27089 6.41874 5.59875
H 0.80443 6.84986 6.52849
H 1.21227 7.68594 5.08295
H -1.41625 2.12580 4.68006
H -1.23431 0.81911 2.48883
H -1.69606 4.38689 0.36612
H -1.17300 5.73033 2.41712
*
```

Output
HOMO level (alpha / beta): -14.37 / -14.37 eV
E_LUMO (alpha / beta): -0.34762 / -0.36133 Ha
Maximum force: 4.2 eV/Å
DFT total energy: -53170.6745 eV
Relative energy (zero: lowest compared OMol25 entry of this formula, charge and spin): 27.2 kcal/mol

---

No. 2
Computed, not measured: a molecular structure, C23H25AuN5O4S at a distorted geometry, with ωB97M-V with the def2-TZVPD basis set.

```
! RIJCOSX wB97M-V def2-TZVPD def2/J DEFGRID3
* xyz 1 1
Au 0.35842 -0.27829 -0.61872
O 1.04099 -5.77193 1.35578
C -0.22709 -5.39661 1.37451
O -1.14321 -6.15671 1.53355
C -0.51613 -3.93647 1.18856
C -1.78618 -3.42030 1.35715
N -1.73569 -2.11201 1.07547
N -0.48814 -1.73815 0.73989
C 0.25783 -2.84296 0.79386
C 1.72412 -2.70082 0.43160
O 2.47451 -3.63085 0.68113
O 2.03753 -1.59886 -0.14930
H 1.64316 -5.00985 1.16271
H -2.69157 -3.91809 1.66840
H -2.46920 -1.42836 1.14450
C 0.38044 2.95182 -4.89811
C -0.23955 1.91050 -3.98351
N -0.86186 2.53382 -2.80205
C -0.31025 2.70327 -1.61171
S 1.12063 1.81485 -1.12453
N -0.83603 3.59821 -0.78501
C -0.40751 3.90871 0.59114
C 0.49091 5.13069 0.63692
H 0.83275 2.46190 -5.76121
H 1.15927 3.51209 -4.37831
H -0.36738 3.65583 -5.26864
H 0.50823 1.20802 -3.63301
H -1.02202 1.35285 -4.49493
H -1.68236 3.09179 -3.00030
H -1.54611 4.20695 -1.16704
H 0.10658 3.03608 0.98022
H -1.31278 4.05953 1.17664
H 1.39516 4.96766 0.04763
H 0.78887 5.33077 1.66666
H -0.01846 6.01734 0.25551
N -1.31070 0.00216 -1.65593
C -1.39283 -0.78880 -2.66129
C -2.72327 -0.67124 -3.35116
C -3.87632 -0.38280 -2.62460
C -5.08419 -0.20886 -3.28143
C -5.14365 -0.30748 -4.66619
C -3.99568 -0.59124 -5.39321
C -2.78498 -0.77339 -4.73989
C -0.40347 -1.78510 -3.18785
C 0.97544 -1.56466 -3.24063
C 1.82762 -2.54644 -3.72322
C 1.31386 -3.75823 -4.15984
C -0.05549 -3.98674 -4.11830
C -0.90833 -3.00750 -3.63869
H -3.82143 -0.31568 -1.54651
H -5.98128 0.00278 -2.71406
H -6.08616 -0.16561 -5.17885
H -4.04158 -0.67817 -6.47096
H -1.88978 -0.99039 -5.30991
H 1.40681 -0.61964 -2.94035
H 2.89292 -2.35980 -3.75493
H 1.97951 -4.52284 -4.53903
H -0.46080 -4.93083 -4.45818
H -1.97214 -3.20022 -3.59167
*
```

Output
HOMO level: -12.11 eV
E_LUMO: -0.18389 Ha
Maximum force: 1.3 eV/Å
DFT total energy: -54418.4513 eV
Relative energy (zero: lowest compared OMol25 entry of this formula, charge and spin): 0.0 kcal/mol

---

No. 3
Computed, not measured: a molecular structure, C23H25Br27FN2O4S at a distorted geometry, with ωB97M-V with the def2-TZVPD basis set.

```
! RIJCOSX wB97M-V def2-TZVPD def2/J DEFGRID3
* xyz -1 1
C 7.06770 1.09391 -1.18005
C 6.25609 2.36991 -1.04229
O 5.45392 2.62540 -2.17654
C 4.06856 2.76487 -1.86815
C 3.29308 2.46957 -3.13864
O 1.91660 2.85629 -3.10727
C 1.34914 2.97480 -1.85951
C 1.05209 1.93278 -1.02624
C 1.38581 0.52874 -1.49344
C 0.29764 -0.52831 -1.24787
C -0.10487 -1.30510 -2.50496
F 0.79038 -1.46454 -0.33475
C 0.45381 2.21156 0.25899
C 0.17036 1.09512 1.26510
O 1.17631 0.48598 1.66230
O -1.01972 0.94829 1.59581
C 0.12561 3.47342 0.65292
C 0.39266 4.59735 -0.19154
N 0.15181 5.88266 0.01673
S 0.69175 6.65418 -1.31224
N 1.23330 5.40953 -2.16744
C 1.02177 4.30803 -1.45174
H 6.52407 0.21377 -0.83281
H 7.38697 0.90110 -2.20279
H 7.94856 1.15946 -0.54064
H 5.69517 2.33159 -0.10568
H 6.95230 3.21088 -0.93708
H 3.88469 3.77321 -1.48858
H 3.82273 2.00392 -1.12649
H 3.36208 1.40117 -3.35988
H 3.75683 2.99069 -3.97629
H 2.35135 0.21449 -1.09433
H 1.51882 0.60314 -2.57237
H -0.58108 -0.03845 -0.82820
H 0.58832 -1.15282 -3.33075
H -1.11255 -0.98324 -2.76369
H -0.10304 -2.36852 -2.27762
H -0.31339 3.63678 1.62522
C -4.49240 4.17220 0.68931
Br -4.89971 4.37504 2.56059
Br -2.58691 4.12833 0.41976
Br -5.35884 2.61384 -0.05133
H -4.89211 5.03115 0.17041
C -3.43009 -3.61456 -1.97928
Br -2.71841 -4.35896 -3.61162
Br -2.18562 -3.75670 -0.52782
Br -4.02598 -1.80765 -2.22991
H -4.29496 -4.20477 -1.71582
C -4.13189 2.55522 6.51069
Br -3.40107 2.07092 4.80917
Br -2.81255 2.47352 7.91587
Br -4.99271 4.28345 6.45457
H -4.89591 1.83129 6.75255
C -1.71981 -7.40075 1.70713
Br -1.41901 -5.90202 2.87447
Br -3.51691 -7.43548 1.00877
Br -0.41932 -7.43730 0.29169
H -1.59540 -8.29356 2.30149
C 3.02234 -6.05812 -1.39760
Br 2.57238 -6.68965 -3.16346
Br 4.87848 -5.55671 -1.27674
Br 1.86098 -4.64123 -0.83235
H 2.87478 -6.88705 -0.72013
C -0.38842 0.89227 11.20340
Br 0.25926 -0.38944 9.92672
Br 0.52577 0.74506 12.89349
Br -0.30902 2.68368 10.50808
H -1.42920 0.66667 11.38409
C 11.54423 2.48186 0.05210
Br 12.11043 2.70280 1.87893
Br 11.40455 0.62330 -0.42857
Br 9.90970 3.42801 -0.30513
H 12.30986 2.91656 -0.57320
C -7.88379 -3.99082 -1.82258
Br -7.11702 -4.74451 -3.41898
Br -6.69308 -4.16060 -0.32560
Br -8.43220 -2.16518 -2.09897
H -8.77352 -4.55874 -1.59324
C -10.59216 -3.01280 -5.33433
Br -9.25144 -3.34673 -6.66982
Br -11.38368 -1.27177 -5.53814
Br -11.92517 -4.40263 -5.29929
H -10.09329 -3.02432 -4.37475
*
```

Output
HOMO level: -5.02 eV
E_LUMO: 0.03728 Ha
Maximum force: 1.5 eV/Å
DFT total energy: -1940124.4144 eV

---

No. 4
Computed, not measured: a single C23H25BrN2O4S molecule at a distorted geometry, with ωB97M-V with the def2-TZVPD basis set.

```
! RIJCOSX wB97M-V def2-TZVPD def2/J DEFGRID3
* xyz 0 1
C 0.74462 0.38457 -3.16818
N 0.91541 1.00639 -1.86865
C 0.46435 2.38792 -1.88404
C 0.22924 2.95245 -0.47755
N -0.81170 2.25372 0.23074
C -0.56450 1.45908 1.29410
O 0.53463 1.29543 1.78898
C -1.76810 0.78519 1.81807
C -1.89099 -0.17140 2.79048
C -3.25672 -0.52592 2.82600
C -3.88144 0.24506 1.88268
C -5.24533 0.22860 1.33571
S -5.11326 -0.37996 -0.42048
O -4.93086 0.76057 -1.27377
O -6.22856 -1.24887 -0.67073
C -3.58946 -1.33229 -0.40850
C -3.57044 -2.58157 0.18190
C -2.36847 -3.25777 0.29235
C -1.20921 -2.65240 -0.17395
Br 0.44040 -3.56505 0.01645
C -1.22696 -1.40468 -0.77818
C -2.43909 -0.74990 -0.90357
O -2.98305 1.04488 1.27246
C 2.28321 0.84929 -1.38316
C 2.42831 -0.42328 -0.53792
C 3.77142 -0.44018 0.13078
C 3.93689 0.19170 1.35741
C 5.17806 0.22322 1.96690
C 6.26850 -0.37400 1.35628
C 6.11100 -1.00527 0.13472
C 4.86873 -1.03628 -0.47478
H 1.09952 -0.64350 -3.12508
H -0.31220 0.37514 -3.43618
H 1.30161 0.90658 -3.96187
H 1.17566 3.05036 -2.40817
H -0.48353 2.41970 -2.43010
H 1.12632 2.86475 0.13765
H -0.03749 4.01080 -0.56697
H -1.74829 2.28997 -0.14102
H -1.09679 -0.56463 3.39013
H -3.71906 -1.24611 3.46904
H -5.89948 -0.44834 1.87313
H -5.68399 1.21967 1.25084
H -4.49178 -3.01312 0.53917
H -2.32525 -4.23601 0.74549
H -0.31919 -0.93453 -1.12265
H -2.50730 0.21607 -1.37719
H 3.00234 0.83103 -2.21657
H 2.54297 1.69678 -0.74863
H 2.30758 -1.30910 -1.16340
H 1.64874 -0.40906 0.22458
H 3.08144 0.65105 1.83154
H 5.29650 0.71360 2.92244
H 7.23803 -0.35033 1.83255
H 6.95784 -1.47570 -0.34429
H 4.74917 -1.53433 -1.42700
*
```

Output
SMILES: CN(CCNC(=O)c1ccc(CS(=O)(=O)c2ccc(Br)cc2)o1)CCc1ccccc1
HOMO level: -8.77 eV
E_LUMO: 0.00981 Ha
Maximum force: 1.2 eV/Å
DFT total energy: -116304.3630 eV
Relative energy (zero: lowest compared OMol25 entry of this formula, charge and spin): 3.4 kcal/mol

---

No. 5
Computed, not measured: 4 unconnected molecules or ions with the total composition C23H25BrNO6 at a distorted geometry, with ωB97M-V with the def2-TZVPD basis set.

```
! RIJCOSX wB97M-V def2-TZVPD def2/J DEFGRID3
* xyz 1 1
C 5.36267 2.62274 -2.39598
C 4.62649 4.00558 -2.24086
C 3.33864 3.94094 -3.14353
C 2.26474 3.14016 -2.32262
C 1.34213 4.17983 -1.63197
N 1.53200 2.15483 -3.18111
Br 0.02215 1.35651 -2.39204
H 4.65069 1.84189 -2.72005
H 6.18960 2.71033 -3.10588
H 5.70931 2.31802 -1.39912
H 4.24724 4.13737 -1.21496
H 5.27308 4.84022 -2.52657
H 2.96623 4.96812 -3.27643
H 3.56515 3.48925 -4.12138
H 2.79872 2.61149 -1.51827
H 0.65536 3.72061 -0.91005
H 0.84378 4.84781 -2.34852
H 2.01859 4.81744 -1.04012
H 1.27943 2.55421 -4.08886
H 2.18791 1.39562 -3.38719
C -0.84470 1.32162 1.13673
C -2.12713 0.97554 1.21314
C -2.72865 0.55782 2.50106
O -3.89503 0.23516 2.56518
C -1.85577 0.54423 3.69340
C -0.57015 0.88656 3.61341
C 0.03097 1.30305 2.32971
O 1.20100 1.62018 2.24472
H -0.37684 1.62896 0.20900
H -2.78389 0.98028 0.35091
H -2.31628 0.23953 4.62391
H 0.08629 0.87943 4.47221
C 0.92961 -1.96097 1.47631
C 0.98156 -2.77856 0.42706
C 1.00758 -4.24809 0.59797
O 1.05647 -4.98858 -0.36091
C 0.97372 -4.77404 1.97949
C 0.92179 -3.95615 3.03008
C 0.89326 -2.48596 2.86114
O 0.84129 -1.74943 3.82740
H 0.91451 -0.88982 1.36713
H 1.00821 -2.41200 -0.59193
H 0.99324 -5.85089 2.08528
H 0.89585 -4.32400 4.04754
C -3.92252 -4.24551 0.04705
C -4.61693 -4.04523 -1.07203
C -5.42396 -2.81834 -1.26527
O -6.05553 -2.63582 -2.28476
C -5.43011 -1.82332 -0.16918
C -4.73685 -2.02291 0.95149
C -3.92877 -3.24925 1.14265
O -3.29009 -3.42958 2.16038
H -3.32640 -5.13539 0.20658
H -4.62421 -4.76082 -1.88439
H -6.02550 -0.93301 -0.32968
H -4.72998 -1.30764 1.76272
*
```

Output
HOMO level: -11.83 eV
E_LUMO: -0.19377 Ha
Maximum force: 2.4 eV/Å
DFT total energy: -108062.5011 eV

---

No. 6
Computed, not measured: a molecular structure, C23H25ClO2PPt at a distorted geometry, with ωB97M-V with the def2-TZVPD basis set.

```
! RIJCOSX wB97M-V def2-TZVPD def2/J DEFGRID3
* xyz 3 5
Pt -0.98232 0.53454 0.83413
Cl -1.29755 2.29378 -0.60685
C -0.97800 -0.84276 2.05191
O -1.10030 -1.76977 2.73407
P 0.61259 -0.16019 -0.51068
C 2.19758 0.71023 -0.36536
C 1.07375 -1.88803 -0.13130
C 0.12833 -0.19234 -2.25823
C 0.85189 -2.92882 -1.04317
C 1.20837 -4.23785 -0.71301
C 1.75898 -4.52812 0.53516
C 1.95663 -3.49794 1.46041
C 1.61236 -2.18926 1.13151
H 0.39201 -2.71154 -2.00871
H 1.04651 -5.03299 -1.44225
H 2.03130 -5.55100 0.79029
H 2.36894 -3.71850 2.44592
H 1.76246 -1.39724 1.86936
C 2.22463 2.06289 0.00399
C 3.44514 2.73965 0.11556
C 4.64606 2.07578 -0.14254
C 4.62708 0.72279 -0.49206
C 3.41348 0.04009 -0.59251
H 1.28834 2.58797 0.19729
H 3.45941 3.79046 0.40620
H 5.59782 2.60676 -0.06884
H 5.55823 0.18830 -0.68246
H 3.40986 -1.02372 -0.83539
C 1.06491 0.09487 -3.25856
C 0.69015 0.04212 -4.60121
C -0.62867 -0.25661 -4.95743
C -1.57400 -0.51231 -3.95891
C -1.20047 -0.48440 -2.61519
H 2.08308 0.36496 -2.97591
H 1.43652 0.24926 -5.36913
H -0.91568 -0.28302 -6.00911
H -2.60775 -0.72968 -4.23515
H -1.94782 -0.65511 -1.83815
H 0.36428 5.19695 -0.08285
H -0.05038 4.96753 -0.66659
C -3.71281 0.73227 3.97106
C -4.79938 0.83569 2.90365
C -4.03824 0.82791 1.58812
O -2.66939 1.24510 1.93550
C -2.62591 1.59191 3.36402
H -4.02521 1.06442 4.95977
H -3.36817 -0.30390 4.03816
H -5.30006 1.80419 2.99659
H -5.53920 0.03801 2.95819
H -4.03514 -0.17802 1.14806
H -4.39752 1.57459 0.86327
H -2.89359 2.65999 3.37816
H -1.62312 1.43010 3.78118
*
```

Output
HOMO level (alpha / beta): -15.24 / -17.78 eV
E_LUMO (alpha / beta): -0.34932 / -0.50435 Ha
Maximum force: 6.2 eV/Å
DFT total energy: -53374.7877 eV
Relative energy (zero: lowest compared OMol25 entry of this formula, charge and spin): 0.0 kcal/mol